[1]
Below is C36H27BrClInN4O6S6 as an isolated structure, with properties calculated with wB97M-V/def2-TZVPD.

Properties
* DFT total energy: -208771.286 eV
* HOMO-LUMO gap: 6.0 eV
* energy relative to the best compared isomer or geometry (same formula, charge and spin): 0.0000 eV
* charge: -2
* LUMO energy: 4.0 eV

The geometry in XYZ format:
```
82
Properties=species:S:1:pos:R:3:forces:R:3:lowdin_charge:R:1
In 0.10299 0.17441 0.42140 0.1098 -0.0803 0.0141 0.56
O -0.60172 1.23641 -3.99195 -0.0776 -0.0345 0.2460 0.05
C 0.51717 0.72337 -4.52582 0.0633 -0.0419 -0.0068 -0.28
C 0.88886 1.11559 -5.81000 0.0514 -0.0423 0.0073 -0.03
C 2.04630 0.61658 -6.38749 -0.0101 0.0373 -0.0429 -0.12
C 2.85998 -0.26155 -5.68815 -0.0188 0.0021 0.0358 -0.12
C 2.48465 -0.64444 -4.40497 0.0415 -0.0084 -0.0173 -0.05
C 1.31777 -0.18786 -3.81624 -0.0242 0.0390 -0.0640 -0.09
C 0.91163 -0.68728 -2.43674 0.1004 0.2178 0.0113 -0.45
O 0.13854 0.20560 -1.77183 -0.2016 -0.0500 0.0674 -0.27
N 0.20640 -1.99198 -2.60891 -0.0937 -0.2329 -0.1188 0.02
N -0.89975 -2.20673 -1.89132 0.0501 -0.0512 0.0103 0.03
C -1.18671 -3.40755 -1.56575 0.0220 0.0474 -0.0204 -0.23
C -2.40373 -3.75696 -0.84560 0.0098 -0.0481 -0.0224 -0.66
Br -3.87043 -2.56208 -1.04669 -0.0334 -0.0422 0.0053 0.75
C -2.58059 -4.85518 -0.10562 0.0421 0.0695 -0.0424 -0.13
C -1.50118 -5.77860 0.29286 -0.0995 0.0593 -0.0131 -0.22
C -1.75764 -7.14679 0.39174 -0.0073 -0.0193 -0.0096 -0.06
C -0.77174 -8.02464 0.81222 0.0026 0.0004 0.0056 -0.11
C 0.48511 -7.54387 1.15574 0.0214 -0.0070 -0.0096 -0.10
C 0.74478 -6.18277 1.07843 0.0165 -0.0028 0.0146 -0.06
C -0.23957 -5.30416 0.65430 0.0004 -0.0248 0.0113 -0.02
H -0.55890 0.98663 -3.01793 0.0106 0.0356 -0.1074 0.07
H 0.25794 1.82273 -6.33177 -0.0286 0.0233 -0.0199 0.11
H 2.32094 0.93288 -7.38734 0.0067 0.0033 -0.0051 0.09
H 3.77625 -0.63308 -6.12661 0.0336 -0.0189 -0.0122 0.08
H 3.11916 -1.31526 -3.83500 0.0178 -0.0319 0.0147 0.11
H 1.84317 -0.90253 -1.88743 0.0126 -0.0634 -0.0630 0.07
H 0.84053 -2.78609 -2.67541 -0.0197 0.0398 0.1205 0.13
H -0.51236 -4.23746 -1.79489 -0.0081 0.0167 0.0322 0.13
H -3.57213 -5.07134 0.27307 0.0028 0.0077 0.0238 0.09
H -2.74271 -7.52015 0.13522 -0.0118 -0.0025 -0.0049 0.10
H -0.98745 -9.08410 0.88161 0.0026 -0.0106 0.0022 0.09
H 1.25358 -8.22500 1.49869 0.0109 -0.0105 0.0083 0.09
H 1.70911 -5.78798 1.37066 0.0326 0.0073 0.0202 0.10
H -0.03899 -4.24159 0.63873 0.0174 0.1232 0.0112 0.08
O -0.73904 1.72846 4.43666 0.0020 -0.0276 0.0729 -0.31
S 0.17022 1.77436 3.31662 -0.1220 -0.1847 -0.0880 0.58
O 1.19432 0.76262 3.20082 -0.0685 0.0966 0.0691 -0.30
N -0.58212 1.76675 1.90940 0.4022 0.1190 0.0879 -0.17
C -1.59955 2.62518 1.59449 -0.0112 -0.2376 -0.0315 -0.25
C -2.01584 3.72759 2.30636 -0.0843 0.2439 0.1104 -0.02
C -3.05773 4.55005 1.83068 0.0352 -0.0435 0.0172 -0.09
C -3.71406 4.28324 0.66429 0.0628 -0.0338 -0.0051 -0.07
C -3.34855 3.13003 -0.07540 -0.1439 0.1205 -0.0158 -0.16
C -3.99861 2.74257 -1.26728 -0.0291 0.0266 -0.0009 -0.01
C -3.63807 1.59038 -1.89987 0.0359 -0.0421 0.0370 -0.04
C -2.60270 0.81214 -1.34798 -0.0528 -0.0511 -0.0675 -0.14
N -1.96607 1.16378 -0.26039 0.1436 0.1312 0.0305 0.09
C -2.31105 2.30522 0.38734 -0.0036 -0.0973 0.0740 -0.14
C 0.99489 3.34919 3.47752 0.0398 -0.0103 -0.0706 -0.26
C 1.01377 3.98415 4.71034 0.0083 -0.0127 0.0223 -0.07
C 1.67991 5.19414 4.84254 -0.0083 -0.0076 0.0302 -0.10
C 2.30972 5.76521 3.74513 -0.0004 -0.0170 -0.0217 -0.10
C 2.27369 5.12694 2.51313 0.0090 -0.0010 -0.0233 -0.07
C 1.61670 3.91347 2.37640 0.0026 0.0647 0.0704 -0.03
H -1.54371 3.97771 3.24674 -0.0178 -0.0260 -0.0501 0.10
H -3.33394 5.41751 2.41912 -0.0076 0.0058 -0.0023 0.10
H -4.50906 4.92183 0.30049 -0.0234 0.0087 -0.0134 0.10
H -4.78699 3.37382 -1.66363 0.0003 0.0009 0.0066 0.11
H -4.11091 1.26796 -2.81662 -0.0166 -0.0135 -0.0123 0.10
H -2.27732 -0.10951 -1.81258 0.0117 -0.0020 -0.0226 0.07
H 0.50208 3.52529 5.54481 -0.0125 -0.0099 0.0183 0.11
H 1.70444 5.69318 5.80362 -0.0051 0.0039 0.0141 0.09
H 2.82563 6.71156 3.84931 0.0111 0.0310 0.0043 0.09
H 2.75124 5.56673 1.64774 0.0164 0.0161 -0.0237 0.09
H 1.56166 3.41668 1.42312 -0.0100 -0.0564 -0.1084 0.09
S 2.47322 -3.83824 5.88884 -0.0332 0.0166 -0.0872 0.38
C 1.84050 -3.18352 4.48495 0.0679 -0.0269 0.1112 -1.53
S 0.21949 -2.67292 4.31323 -0.1047 -0.0013 0.0511 0.90
C 0.26419 -2.20148 2.63629 0.1154 -0.0285 -0.1671 -1.17
C 1.47559 -2.32350 2.03604 -0.2390 -0.0026 -0.0497 -1.17
S 1.82678 -1.84925 0.40076 0.0317 0.0640 0.1816 0.60
S 2.75027 -2.93185 3.05648 0.0695 -0.0369 -0.0275 0.88
S -1.16528 -1.54818 1.89275 -0.0345 0.0291 -0.1302 0.57
Cl 3.40042 4.44181 -1.34245 -0.0541 -0.0624 0.0124 0.52
C 2.76342 2.78721 -1.67910 0.0981 0.0759 -0.1198 -0.46
C 1.62770 2.41285 -0.72770 0.1557 0.0268 0.0892 -0.76
O 0.59978 3.07571 -0.72906 -0.2345 0.1642 -0.1193 0.02
O 1.88405 1.39378 -0.00127 -0.0440 -0.0965 0.0536 -0.11
H 3.59965 2.10181 -1.58723 -0.0353 0.0266 0.0006 0.07
H 2.37801 2.81039 -2.69667 0.0327 -0.0491 0.0108 0.07
```
Positions in Å, forces in eV/Å.

***

[2]
Below is a 13-piece molecular cluster, H26O13 overall in a non-equilibrium geometry, with properties calculated with wB97M-V/def2-TZVPD.

Properties
* DFT total energy: -27035.708 eV
* HOMO-LUMO gap: 9.3 eV
* energy relative to the best compared isomer or geometry (same formula, charge and spin): 6.2393 eV
* charge: 0
* LUMO energy: -0.6 eV

The geometry in XYZ format:
```
39
Properties=species:S:1:pos:R:3:forces:R:3:lowdin_charge:R:1
H -0.05714 -0.86068 -1.29254 -0.9694 -1.6001 -1.9576 -0.02
H 1.05224 -0.43405 -0.45262 -0.3652 0.3753 0.0456 0.08
H 6.57268 0.88405 -0.23442 0.3968 0.2169 -0.9018 0.04
H 5.35923 0.20994 -0.63446 -1.4740 -0.9200 -0.4301 -0.05
H 0.54358 -2.70096 -0.81743 1.2434 -0.1861 -2.5564 0.10
H 0.70581 -2.13166 -2.31412 -0.4887 0.4489 -0.6826 0.01
H 0.86736 4.83728 -1.34631 -2.4045 -0.1697 -0.4384 0.07
H -0.30009 4.09908 -0.73234 -0.3019 -0.4040 0.7486 -0.05
H 4.75655 -3.57703 0.29979 -1.2048 0.0266 0.9018 0.06
H 3.41536 -3.16586 1.05749 -0.5221 0.7937 -0.3868 0.00
H -2.09100 1.70975 -0.14252 0.7224 -0.1288 1.0118 0.08
H -0.90976 0.90724 0.04660 3.7350 -2.2775 -2.5000 -0.08
H -3.78756 -2.81909 -1.99864 -0.0788 -0.0112 0.0538 0.06
H -3.32972 -1.42318 -2.37784 -0.1073 0.1460 -0.2104 0.06
H -3.60937 0.65886 -0.53978 -0.5379 0.3050 -0.1689 -0.03
H -4.53213 1.85620 -0.25125 -0.1746 -2.5905 -1.8504 0.12
H -2.89665 -4.12675 1.49968 0.6255 0.3437 -0.5631 0.05
H -2.36229 -3.66439 0.07366 0.3320 -0.3505 2.1065 0.04
H -4.15604 -0.30891 0.70194 -0.4457 -0.4266 -0.0770 0.03
H -2.93220 -0.78589 -0.14390 -0.6898 -0.2219 1.9676 0.03
H 0.43375 3.42348 1.65877 -0.3475 -0.1862 0.1265 0.06
H 1.39683 3.36418 0.46864 -0.6062 0.0776 0.1621 0.07
H -2.11586 1.27984 2.31499 0.3277 -0.3716 -0.2082 0.01
H -0.74093 0.58955 2.60925 -1.4045 1.3678 0.1842 0.06
H 5.16623 0.64473 1.01112 -2.0251 0.5180 -0.5555 0.10
H 3.58310 0.67689 1.00161 0.2691 -0.0057 0.1640 0.06
O 0.11690 -0.24274 -0.64014 1.7610 1.1330 1.6771 0.01
O 6.07026 0.66023 -1.03605 3.0156 0.4445 -0.7203 -0.07
O 1.07840 -2.74247 -1.69901 -0.6476 -0.7342 3.0919 -0.07
O -0.13031 4.68008 -1.46319 2.4643 1.0260 -1.0025 -0.10
O 4.12015 -3.79045 1.02553 1.7340 -0.8272 -0.5349 -0.06
O -1.52253 1.29869 0.55734 -4.5574 3.7204 -0.5455 -0.08
O -3.43661 -2.00560 -1.62224 0.2309 -0.2013 -0.2045 -0.04
O -4.49558 0.96869 -0.80646 0.0452 3.3562 1.3282 -0.12
O -2.08171 -3.87188 1.02073 -0.8860 0.0799 -1.5727 -0.10
O -3.22704 -0.52246 0.77651 0.8185 -1.2242 -0.5957 -0.09
O 0.45183 3.44710 0.69733 1.2832 -0.3178 0.3810 -0.06
O -1.30472 1.38745 2.81270 1.4470 -0.9662 2.2105 -0.11
O 4.35698 0.84054 0.44378 -0.2128 -0.2584 2.5022 -0.08
```
Positions in Å, forces in eV/Å.

***

[3]
Below is C8H12O4 as an isolated structure in a non-equilibrium geometry, with properties calculated with wB97M-V/def2-TZVPD.

Properties
* DFT total energy: -16677.035 eV
* HOMO-LUMO gap: 8.4 eV
* energy relative to the best compared isomer or geometry (same formula, charge and spin): 3.9192 eV
* charge: 0
* LUMO energy: 0.5 eV

The geometry in XYZ format:
```
24
Properties=species:S:1:pos:R:3:forces:R:3:lowdin_charge:R:1
C -1.48624 0.63877 -1.07235 0.1679 -0.1141 -2.3443 -0.08
C -1.35050 0.34239 1.40531 -1.3848 0.9065 -1.8069 -0.01
C -0.30284 1.21632 -1.01855 2.3638 -0.6467 1.4396 0.00
C -0.06178 0.66500 1.44540 -1.2266 0.0597 0.4115 -0.04
C -2.18186 0.17969 0.09276 -1.0575 0.9350 3.9221 -0.40
C 0.60164 1.04005 0.20567 1.2647 -2.1643 -2.4049 -0.31
C 0.64857 -1.77796 -0.35506 -3.7202 2.6470 0.2667 0.00
C 1.58972 -0.70089 -0.18864 0.7631 3.4697 -0.5981 -0.47
O -2.56504 -1.18429 0.09377 -1.6406 -1.3836 0.4138 -0.06
O 1.63611 2.00099 0.34357 -1.2107 -1.9232 3.6110 0.03
O 2.47053 -0.77674 0.88262 -0.4758 -1.1483 -0.9148 0.05
O 2.24697 -0.56620 -1.46465 1.1471 1.2371 0.7920 -0.02
H -1.96644 0.49146 -2.04405 -0.0528 0.2586 0.2589 0.13
H -2.06436 0.30197 2.20919 0.6064 -0.6681 0.9229 0.10
H 0.27139 1.52853 -1.88954 -0.4880 0.1032 -0.1108 0.12
H 0.41846 0.52720 2.39714 0.6238 0.5763 0.1491 0.12
H -3.09689 0.83858 0.21289 0.6005 -0.6795 -0.1609 0.16
H 1.09601 -2.65034 -0.60909 1.2804 -2.8263 -0.5333 0.07
H 0.01498 -1.41731 -1.20020 0.4303 -0.7031 0.2839 0.11
H -0.09130 -1.81997 0.46805 0.8029 -0.4101 -0.1797 0.10
H -3.26906 -1.43194 0.79228 1.7999 1.1625 -1.6622 0.15
H 1.87058 2.39976 -0.43889 0.5434 1.1600 -2.9958 0.05
H 2.51839 0.11024 1.18780 0.5888 1.3955 0.7100 0.06
H 3.05293 0.04467 -1.45546 -1.7260 -1.2440 0.5302 0.13
```
Positions in Å, forces in eV/Å.

***

[4]
Below is one molecule with the formula CH4N2O2 in a non-equilibrium geometry, with properties calculated with wB97M-V/def2-TZVPD.

Properties
* DFT total energy: -8172.659 eV
* structure (SMILES): O/N=C\NO
* HOMO-LUMO gap: 9.3 eV
* energy relative to the best compared isomer or geometry (same formula, charge and spin): 4.0263 eV
* charge: 0
* LUMO energy: 0.7 eV

The geometry in XYZ format:
```
9
Properties=species:S:1:pos:R:3:forces:R:3:lowdin_charge:R:1
O -0.99969 -1.08796 -0.68011 -1.9259 -0.5281 -3.1515 -0.15
N 0.40245 -1.13313 -0.58785 0.5647 -0.4940 -0.9406 -0.03
C 0.89019 -0.19823 0.12289 3.0988 -0.9291 2.0157 -0.28
N 0.33067 0.74505 0.87514 -1.2053 2.5071 0.7497 -0.06
O -0.80190 1.34410 0.31137 -2.6030 -2.1431 -1.7956 -0.11
H -1.28215 -1.42040 -1.65827 1.4175 1.0667 3.4655 0.19
H 1.95020 -0.34374 0.51139 -1.0656 -0.0884 -1.2636 0.15
H 0.80271 1.57899 1.29523 0.2525 -1.7998 -0.7207 0.16
H -1.29247 0.51531 -0.18980 1.4663 2.4086 1.6412 0.13
```
Positions in Å, forces in eV/Å.

***

> Among the records above, which one has the lowest HOMO-LUMO gap?

C36H27BrClInN4O6S6

***

> Which value of DFT total energy does entry 2 give?

-27035.708 eV

***

> The lowest HOMO-LUMO gap belongs to which entry?

C36H27BrClInN4O6S6